1.
Density functional theory data (the ωB97M-V functional and the def2-TZVPD basis) for a cluster of 3 separate species, C36H72I2N3O9 in total at a distorted geometry.

Last column: Mulliken charge in e.
Cartesian coordinates (Å):
C: 12.40895 -4.61581 -0.35036  -0.737
O: 12.03509 -4.34036 -1.68968  -0.291
C: 13.02391 -3.59659 -2.39187  -0.634
C: 12.31154 -2.63735 -3.39105  -0.825
C: 11.08731 -1.99294 -2.65906  -0.092
C: 10.90495 -0.52758 -3.11582  -0.572
C: 9.90291 0.24967 -2.22224  -1.097
C: 8.57065 -0.53741 -2.05193  -0.995
C: 7.80494 -0.73582 -3.41635  -0.053
C: 7.28874 -2.18886 -3.47047  -0.447
C: 6.24388 -2.48156 -4.56779  -1.354
C: 4.91986 -1.66479 -4.40866  0.080
C: 3.82235 -2.50235 -3.71029  -1.461
C: 2.69831 -1.70021 -3.00336  2.579
C: 3.14776 -0.42119 -2.24335  -1.509
C: 3.21696 0.83965 -3.12021  -0.388
O: 3.29423 0.85828 -4.30680  -0.398
C: 1.37522 -1.39794 -3.73940  -1.655
I: 0.70957 -2.75061 -5.30983  0.185
N: 0.38349 -1.32407 -2.62253  0.644
C: -0.82460 -0.49374 -2.57782  -1.065
C: -0.71760 0.41313 -1.28279  0.644
C: -1.93516 1.37061 -1.09670  -0.978
O: -0.51159 1.76980 -1.53897  -0.450
C: 0.72656 -2.10323 -1.67081  0.085
C: 2.07454 -2.78586 -2.00105  -1.644
I: 3.14634 -2.75645 -0.06724  0.177
O: 2.04183 -4.03504 -2.53811  -0.003
C: 1.50372 -5.06286 -1.68929  -0.600
C: 2.61883 -6.10073 -1.26817  0.182
C: 2.07604 -7.54450 -1.18767  -1.172
O: 3.74682 -5.96096 -2.11359  -0.481
H: 12.99202 -3.79721 0.10279  0.322
H: 11.51311 -4.75004 0.27557  0.230
H: 12.97545 -5.56355 -0.31418  0.288
H: 13.60146 -4.31758 -2.99454  0.365
H: 13.64731 -2.97134 -1.73557  0.374
H: 12.96016 -1.81780 -3.72398  0.365
H: 11.91278 -3.22016 -4.23390  0.354
H: 11.19849 -1.98144 -1.56167  0.271
H: 10.21238 -2.62116 -2.86674  0.080
H: 11.87821 -0.01568 -3.01941  0.469
H: 10.61274 -0.46254 -4.17453  0.229
H: 9.62514 1.22392 -2.65856  0.338
H: 10.31089 0.44113 -1.21799  0.381
H: 7.92495 0.08639 -1.40464  0.385
H: 8.68587 -1.49267 -1.52276  0.493
H: 7.01015 0.02597 -3.41585  0.390
H: 8.46898 -0.49109 -4.25725  0.138
H: 8.16670 -2.81570 -3.70861  0.187
H: 6.94817 -2.55434 -2.48597  0.354
H: 5.95983 -3.54684 -4.45641  0.359
H: 6.62731 -2.37186 -5.58998  0.540
H: 5.17974 -0.73127 -3.90008  -0.120
H: 4.56655 -1.42864 -5.42398  0.291
H: 4.33334 -3.07397 -2.91312  0.340
H: 3.46099 -3.24222 -4.43147  0.394
H: 2.53303 -0.17434 -1.36749  0.671
H: 4.17954 -0.62038 -1.90304  0.685
H: 3.16208 1.81637 -2.57997  0.393
H: 1.24638 -0.43585 -4.24525  0.804
H: -1.74318 -1.07661 -2.47233  0.281
H: -0.85119 0.26316 -3.36755  0.399
H: -0.28576 -0.02778 -0.37283  0.494
H: -1.84787 1.84434 -0.11817  0.334
H: -2.36508 1.87405 -1.96118  0.429
H: 0.14095 -2.19893 -0.75576  0.569
H: 0.79990 -5.63444 -2.32244  0.494
H: 0.92122 -4.69488 -0.83359  0.336
H: 2.93628 -5.80138 -0.26026  0.268
H: 2.40501 -7.95937 -0.22207  0.310
H: 2.51664 -8.20421 -1.94917  0.329
H: 0.97852 -7.60892 -1.18686  0.368
H: 3.48994 -6.36710 -2.95665  0.331
C: -5.81766 6.37023 4.16255  -0.626
O: -4.87060 5.34055 4.39247  -0.387
C: -5.42958 4.16893 4.97549  -0.447
C: -5.42369 3.01656 3.98538  -0.514
N: -6.38648 3.23528 2.90959  0.003
C: -6.25084 2.30486 1.79140  -1.181
C: -4.94665 2.33303 0.99293  -0.099
O: -4.74385 3.51915 0.24413  -0.441
C: -4.16856 4.59719 0.96708  -0.616
H: -5.27229 7.26829 3.87668  0.247
H: -6.50132 6.10982 3.34710  0.238
H: -6.39324 6.58717 5.06658  0.332
H: -6.43268 4.35015 5.37091  0.085
H: -4.78697 3.89963 5.81870  0.435
H: -5.67757 2.08970 4.50913  0.403
H: -4.40138 2.92281 3.59720  0.220
H: -6.27428 4.17607 2.55321  -0.008
H: -7.06648 2.52910 1.09900  0.370
H: -6.42089 1.28800 2.16036  0.409
H: -5.00836 1.52790 0.25335  0.368
H: -4.06776 2.10911 1.61056  0.357
H: -3.48058 4.25510 1.74431  0.297
H: -4.94501 5.22902 1.40214  0.244
H: -3.60982 5.21177 0.25988  0.328
C: -9.82395 4.06622 6.90328  -0.675
O: -9.95482 4.45143 5.54764  -0.418
C: -9.19063 3.65325 4.64569  -0.488
C: -10.09657 2.79676 3.78098  0.014
N: -10.72900 1.73666 4.56013  -0.382
C: -11.80598 1.03945 3.85754  -0.730
C: -13.04124 1.84791 3.45764  -0.492
O: -13.82224 2.29704 4.55090  -0.428
C: -13.38713 3.50802 5.14420  -0.527
H: -10.30387 4.82836 7.51566  0.275
H: -10.31929 3.10903 7.09682  0.298
H: -8.77120 3.99866 7.19574  0.270
H: -8.44618 3.04408 5.16672  0.355
H: -8.65194 4.34477 3.99482  0.087
H: -9.50467 2.34632 2.97842  0.351
H: -10.84258 3.46128 3.32728  0.144
H: -11.11169 2.13551 5.40767  0.111
H: -12.13813 0.23437 4.51780  0.372
H: -11.38854 0.56298 2.96430  0.397
H: -13.69108 1.17629 2.88969  0.368
H: -12.80350 2.67891 2.78347  0.345
H: -12.93002 4.18475 4.41824  0.274
H: -12.69370 3.30986 5.96517  0.167
H: -14.26094 4.00229 5.57074  0.305

Results
DFT total energy in hartree: -2851.168296
Charge: +1

2.
Density functional theory data (the ωB97M-V functional and the def2-TZVPD basis) for a cluster of 12 separate species, C36H72O36 in total at a distorted geometry.

Last column: Mulliken charge in e.
Cartesian coordinates (Å):
C: 7.26108 -4.55586 0.49694  -0.688
O: 6.19681 -3.61382 0.60932  -0.339
C: 5.09335 -3.90234 -0.07477  0.695
O: 4.88329 -4.91861 -0.68328  -0.578
O: 4.25613 -2.87958 0.05324  -0.285
C: 3.02564 -3.02404 -0.61985  -0.325
H: 7.25763 -5.23241 1.35369  0.270
H: 8.18813 -3.98869 0.52463  0.237
H: 7.18227 -5.14480 -0.41183  0.344
H: 2.41285 -2.14821 -0.45140  -0.057
H: 2.46460 -3.89443 -0.26964  0.361
H: 3.16945 -3.16538 -1.69302  0.350
C: -1.95977 -4.49874 1.33823  -0.470
O: -3.21416 -4.60462 1.98253  -0.334
C: -3.25366 -4.28179 3.26807  0.836
O: -2.32215 -3.93359 3.93798  -0.565
O: -4.51114 -4.42741 3.69156  -0.353
C: -4.76532 -4.11024 5.03819  -0.689
H: -1.23611 -5.14212 1.83573  0.464
H: -1.59941 -3.48582 1.15712  0.171
H: -2.07682 -4.90872 0.33292  0.097
H: -5.53117 -4.78747 5.41100  0.260
H: -5.10375 -3.08104 5.16127  0.269
H: -3.88857 -4.23955 5.67375  0.326
C: -2.55388 1.15901 1.66732  -0.161
O: -2.43084 1.88709 2.88614  -0.346
C: -1.83412 1.34069 3.93396  0.943
O: -1.28304 0.27219 3.96200  -0.577
O: -1.95332 2.20277 4.93385  -0.293
C: -1.50084 1.79974 6.22666  -0.655
H: -3.29738 0.36419 1.74404  0.383
H: -1.60322 0.72527 1.37114  -0.156
H: -2.88283 1.88357 0.92900  0.332
H: -2.38070 1.53955 6.81278  0.284
H: -0.90851 2.59923 6.65316  0.185
H: -0.89917 0.89499 6.14435  0.301
C: 1.28657 -5.13452 -2.20492  -0.218
O: 0.36633 -5.70178 -3.16743  -0.386
C: -0.92421 -5.47839 -2.99641  0.624
O: -1.41812 -4.80021 -2.13141  -0.307
O: -1.57736 -6.11722 -3.95711  -0.434
C: -2.93960 -5.73337 -4.15645  -0.408
H: 0.86899 -5.23209 -1.20696  0.348
H: 1.36964 -4.06768 -2.43495  -0.141
H: 2.23794 -5.59725 -2.42759  0.284
H: -3.31421 -6.29597 -5.00596  0.297
H: -2.97112 -4.67302 -4.40445  0.050
H: -3.54852 -5.95141 -3.28602  0.306
C: -2.38761 7.11789 -0.59716  -0.793
O: -1.74192 5.84852 -0.49913  -0.271
C: -0.57670 5.70779 -1.12922  0.554
O: -0.09258 6.49135 -1.89386  -0.570
O: -0.03575 4.55601 -0.73243  0.022
C: 1.13951 4.16546 -1.43544  -0.420
H: -2.55236 7.42071 -1.62669  0.372
H: -1.82535 7.83935 -0.00731  0.317
H: -3.35719 6.97777 -0.12218  0.228
H: 0.89778 3.81030 -2.43677  0.268
H: 1.61625 3.38992 -0.84546  -0.046
H: 1.83219 4.99991 -1.52399  0.395
C: -2.25174 -1.41569 -4.85464  -0.194
O: -2.47433 -0.13417 -5.38748  -0.256
C: -3.30752 -0.03660 -6.42177  0.701
O: -3.84574 -0.96168 -6.96212  -0.552
O: -3.42460 1.25245 -6.73242  -0.327
C: -4.25040 1.53213 -7.83977  -0.714
H: -1.66436 -2.07284 -5.49525  0.267
H: -3.16688 -1.91845 -4.53290  0.453
H: -1.70273 -1.27945 -3.91988  -0.309
H: -4.62003 2.55431 -7.78935  0.247
H: -5.08367 0.84101 -7.92262  0.333
H: -3.67491 1.49983 -8.77104  0.286
C: 6.25686 0.94986 6.14352  -0.642
O: 4.98409 0.41004 6.49825  -0.347
C: 4.11510 0.30984 5.49618  0.822
O: 4.29689 0.72388 4.38075  -0.563
O: 3.02752 -0.30644 5.93712  -0.357
C: 1.96537 -0.47103 5.01205  -0.144
H: 6.66968 0.43769 5.27690  0.305
H: 6.90618 0.74803 6.99307  0.224
H: 6.20372 2.02362 5.97899  0.280
H: 1.47333 -1.40548 5.28517  0.306
H: 2.27898 -0.55055 3.97515  0.201
H: 1.17556 0.27550 5.10534  -0.105
C: -1.29498 4.85576 2.75302  -0.367
O: -0.34223 5.74759 3.29378  -0.308
C: 0.23954 5.38521 4.44083  0.802
O: 0.05441 4.35894 5.03863  -0.512
O: 1.06973 6.35355 4.78880  -0.375
C: 1.82868 6.16034 5.97893  -0.629
H: -1.98841 4.34605 3.42217  0.257
H: -0.93024 4.11712 2.03975  0.068
H: -1.99287 5.48338 2.18721  0.217
H: 2.68051 6.83259 5.97781  0.235
H: 2.17000 5.12801 6.02695  0.269
H: 1.20156 6.42146 6.83242  0.290
C: 0.75030 0.67534 -3.56157  -0.059
O: 1.11191 0.08574 -4.81634  -0.447
C: 1.28487 -1.21857 -4.78281  0.699
O: 1.40513 -1.91251 -3.79790  -0.362
O: 1.25060 -1.68924 -6.03180  -0.398
C: 1.57549 -3.06274 -6.19520  -0.651
H: 1.22066 0.10283 -2.76656  0.095
H: -0.32337 0.59070 -3.38713  0.215
H: 1.06218 1.70986 -3.56854  0.155
H: 2.06168 -3.18526 -7.15746  0.266
H: 0.68331 -3.68271 -6.11064  0.265
H: 2.27398 -3.39496 -5.42578  0.273
C: -3.77643 -2.65561 -1.57003  0.154
O: -5.14298 -2.46941 -1.84376  -0.430
C: -5.81766 -3.37304 -2.53386  0.745
O: -5.43178 -4.45646 -2.89369  -0.540
O: -7.03394 -2.88912 -2.74855  -0.379
C: -7.97474 -3.82638 -3.28678  -0.658
H: -3.10841 -2.44105 -2.40690  -0.113
H: -3.60331 -3.69220 -1.27203  0.396
H: -3.33764 -2.07366 -0.75932  0.123
H: -8.92674 -3.31908 -3.34885  0.225
H: -8.03458 -4.70999 -2.64895  0.309
H: -7.60312 -4.18347 -4.24811  0.284
C: 1.26869 1.26093 1.95031  0.258
O: 1.19023 -0.04500 1.31855  -0.319
C: 0.48389 -0.09672 0.19955  0.486
O: 0.16308 0.83689 -0.49452  -0.551
O: 0.12595 -1.36203 0.00119  -0.252
C: -0.70042 -1.67351 -1.12090  0.229
H: 1.06472 1.07262 2.99707  -0.403
H: 0.45038 1.87840 1.58519  -0.081
H: 2.24126 1.67959 1.72492  0.422
H: -0.17405 -1.46962 -2.04671  -0.487
H: -1.60004 -1.04862 -1.11811  0.315
H: -0.98656 -2.71632 -1.03304  0.059
C: 3.89428 3.76752 1.70413  -0.506
O: 4.92159 4.73107 1.54094  -0.325
C: 4.84513 5.54868 0.49628  0.724
O: 3.92791 5.68103 -0.26406  -0.515
O: 5.99459 6.22080 0.43036  -0.356
C: 6.02392 7.25201 -0.57401  -0.651
H: 3.01925 4.19632 2.20820  0.295
H: 4.25665 2.97432 2.35169  0.241
H: 3.53081 3.39932 0.74463  0.255
H: 5.12007 7.85646 -0.54582  0.321
H: 6.19761 6.77751 -1.53470  0.278
H: 6.83963 7.91240 -0.28962  0.233

Results
SMILES: COC(=O)OC.COC(=O)OC.COC(=O)OC.COC(=O)OC.COC(=O)OC.COC(=O)OC.COC(=O)OC.COC(=O)OC.COC(=O)OC.COC(=O)OC.COC(=O)OC.COC(=O)OC
DFT total energy in hartree: -4123.616983
Charge: 0
Energy above the lowest of the compared OMol25 structures with the same formula, charge and spin in kcal/mol: 0.0

It is found that the HOMO-LUMO gap values, taken in the order of the records, are 5.028, 11.201 eV.
It is found that the lowest unoccupied orbital energy values, taken in the order of the records, are -0.1702, 0.0185 hartree.
It is found that the HOMO level values, taken in the order of the records, are -9.659, -10.699 eV.